Entry 1:
Entry from the Open Molecules 2025 dataset: the molecule C19H28N8O2 (ωB97M-V/def2-TZVPD).

Each line ends with the Mulliken charge.
Atoms and positions in Å:
C: -2.583681 1.526920 -0.683758  -1.52
C: -1.703935 0.954610 -1.757854  0.92
C: -2.214978 0.149230 -2.768089  -0.74
N: -1.486155 -0.395819 -3.740574  -0.65
C: -0.180218 -0.152886 -3.735449  -0.71
C: 0.449986 0.629918 -2.771277  0.38
C: 1.949747 0.721861 -2.828295  0.04
O: 2.561497 0.373729 -3.825008  -0.70
N: 2.562984 1.154874 -1.695543  -0.07
C: 3.971257 0.840205 -1.464813  0.23
C: 4.823193 2.101645 -1.503289  -1.67
C: 4.121104 0.103634 -0.131587  -0.74
C: 3.541255 -1.309384 -0.100251  -0.93
N: 2.109598 -1.389786 -0.455595  0.20
C: 1.151877 -0.898658 0.409398  -0.18
O: 1.133119 0.271953 0.746398  -0.74
C: 0.006339 -1.848823 0.714951  -0.19
C: -0.593060 -2.481943 -0.562882  -0.40
C: -2.096058 -2.623783 -0.249299  -0.73
C: -2.229838 -2.140067 1.191083  -0.91
N: -1.126198 -1.195696 1.339776  0.54
C: -0.893349 -0.788116 2.716927  -0.36
C: -2.025235 0.036538 3.228303  0.05
N: -3.066815 -0.456642 3.930159  -0.36
N: -3.860110 0.550663 4.165929  -0.61
N: -3.297310 1.598172 3.612438  0.79
C: -3.865321 2.927507 3.695627  -0.74
N: -2.149883 1.338017 3.018164  -0.66
C: -0.336615 1.198977 -1.780090  0.42
H: -2.803537 2.579266 -0.877955  0.43
H: -3.533345 0.992365 -0.634043  0.33
H: -2.098089 1.450437 0.289503  0.19
H: -3.278410 -0.074560 -2.788568  0.46
H: 0.415727 -0.601280 -4.520569  0.48
H: 1.995270 1.174226 -0.858351  0.16
H: 4.277536 0.183928 -2.282840  0.46
H: 5.882368 1.859357 -1.399798  0.42
H: 4.677257 2.620395 -2.450017  0.40
H: 4.543794 2.779873 -0.693926  0.32
H: 5.186621 0.019466 0.097610  0.47
H: 3.677637 0.705511 0.665684  0.29
H: 4.065539 -1.925012 -0.832222  0.49
H: 3.710545 -1.749187 0.887654  0.34
H: 1.883409 -2.328647 -0.756463  0.31
H: 0.412726 -2.651790 1.362601  0.19
H: -0.440513 -1.824891 -1.419457  -0.08
H: -0.127240 -3.441424 -0.789270  0.69
H: -2.675572 -1.992631 -0.920762  0.17
H: -2.450629 -3.646493 -0.365852  0.33
H: -3.183178 -1.657789 1.403320  0.47
H: -2.121589 -2.979588 1.899189  0.42
H: -0.778073 -1.661174 3.379428  0.49
H: 0.014015 -0.189955 2.751558  0.39
H: -3.331131 3.513616 4.440576  0.30
H: -3.780723 3.404174 2.723295  0.25
H: -4.906981 2.821695 3.981015  0.33
H: 0.093369 1.823261 -1.006841  0.58

Force components x, y, z for each atom (eV/Å):
C -0.01 0.00 0.00
C 0.00 0.00 -0.01
C 0.00 -0.02 0.02
N 0.00 0.00 0.00
C 0.00 0.00 -0.01
C 0.00 0.01 0.00
C 0.01 -0.02 0.02
O 0.00 0.00 -0.02
N -0.01 -0.01 -0.02
C 0.00 0.00 0.01
C 0.00 0.00 0.00
C 0.00 0.01 0.00
C 0.04 0.55 -0.28
N 0.15 -0.92 0.69
C -0.64 0.53 -1.03
O 0.44 -0.16 0.60
C 0.00 0.00 0.00
C 0.00 0.00 0.00
C 0.00 0.00 0.00
C 0.00 0.00 0.01
N 0.00 0.00 0.00
C 0.00 0.00 0.00
C -0.01 0.01 -0.01
N 0.00 0.01 0.02
N -0.01 -0.01 -0.02
N 0.02 -0.01 0.01
C 0.00 0.00 0.00
N 0.00 0.00 0.01
C 0.01 0.00 0.00
H 0.01 0.00 0.01
H 0.00 0.01 -0.01
H 0.00 0.00 0.00
H 0.00 0.00 0.00
H 0.00 0.00 0.01
H 0.00 0.01 0.01
H 0.00 0.00 0.00
H 0.00 0.00 0.00
H 0.00 0.00 0.00
H 0.00 0.00 0.00
H 0.00 0.00 0.00
H 0.00 0.00 0.00
H 0.00 0.00 0.00
H 0.01 0.00 0.00
H 0.00 0.00 0.01
H 0.00 0.00 0.00
H 0.00 0.00 -0.01
H 0.00 0.00 0.00
H 0.00 0.01 0.00
H 0.00 0.00 0.00
H 0.00 0.00 0.00
H 0.00 0.00 0.00
H 0.00 0.00 0.00
H 0.00 0.00 0.00
H 0.01 0.00 -0.01
H -0.01 0.00 0.00
H 0.00 0.00 0.01
H 0.01 0.00 0.00

## Properties
HOMO energy: -9.18 eV
relative energy (zero: lowest compared OMol25 entry of this formula, charge and spin): 69.4 kJ/mol
energy: -1329.3560 a.u.
structure (SMILES): Cc1cncc(C(=O)N[C@@H](C)CCNC(=O)[C@@H]2CCCN2Cc2nnn(C)n2)c1
LUMO: 0.0210 Ha
net charge: 0

Entry 2:
Entry from the Open Molecules 2025 dataset: a cluster of 2 separate species, C8H8O2 in total (ωB97M-V/def2-TZVPD).

Each line ends with the Mulliken charge.
Atoms and positions in Å:
C: -1.076194 -0.774388 -0.835919  -1.09
C: -1.358418 0.353580 -1.479768  0.15
C: -1.586499 1.489106 -2.052687  0.64
C: -2.295060 2.778473 -2.255472  -0.19
O: -1.257919 2.279807 -3.111346  -0.40
H: -1.552961 -1.635364 -1.275343  0.25
H: -0.203606 -1.049081 -0.251537  0.17
H: -3.302890 2.689080 -2.626694  0.23
H: -1.888910 3.511589 -1.718264  0.25
C: 2.519520 -1.363836 1.303997  -0.36
C: 1.545544 -2.026218 2.107703  -0.30
C: 0.541376 -1.090389 2.376950  -0.43
O: 0.841409 0.049602 1.725158  -0.28
C: 1.993714 -0.111876 1.069420  -0.38
H: 3.404660 -1.811460 0.863424  0.40
H: 1.597002 -3.030037 2.472202  0.44
H: -0.257711 -1.027479 3.033662  0.44
H: 2.336943 0.768891 0.654513  0.46

Force components x, y, z for each atom (eV/Å):
C -0.06 0.43 -2.08
C 0.95 -0.39 0.87
C -0.82 0.77 0.39
C -0.32 -4.24 -0.94
O 0.51 -0.89 -1.10
H -0.49 -0.42 0.28
H -0.21 0.77 0.38
H -0.11 0.56 -0.09
H 0.53 3.35 2.24
C -0.85 0.54 -0.70
C -1.21 1.30 0.59
C 2.98 -1.36 -1.38
O -0.52 0.36 0.47
C 0.46 -1.95 1.04
H -0.16 0.29 0.20
H -0.04 -0.25 0.16
H -1.42 -0.20 0.82
H 0.79 1.31 -1.14

## Properties
HOMO energy: -8.83 eV
relative energy (zero: lowest compared OMol25 entry of this formula, charge and spin): 406.7 kJ/mol
energy: -459.9279 a.u.
structure (SMILES): C=C=C1CO1.c1ccoc1
LUMO: 0.0360 Ha
net charge: 0

Entry 3:
Entry from the Open Molecules 2025 dataset: a cluster of 40 separate species, H80O40 in total (ωB97M-V/def2-TZVPD).

Each line ends with the Mulliken charge.
Atoms and positions in Å:
H: -3.101274 -3.653434 1.269910  0.29
H: -4.602603 -3.201776 0.827156  0.33
O: -3.938848 -3.513305 1.661349  -0.74
H: 1.534232 1.338763 -3.120890  -0.12
H: 2.000680 2.477709 -4.028427  0.17
O: 1.599974 1.783294 -3.887964  -0.29
H: -3.191822 1.766313 -1.955004  0.28
H: -2.931197 2.793046 -0.597925  0.25
O: -2.759688 2.570466 -1.461795  -0.55
H: 2.613291 0.297216 -0.538492  0.10
H: 2.542889 0.629097 -1.974926  0.30
O: 2.738410 1.081707 -1.204712  -0.39
H: -1.585798 3.496642 1.471762  -0.18
H: -0.809720 2.357267 2.668298  0.35
O: -1.150029 2.765156 1.646282  -0.04
H: -4.089294 0.310163 -4.569518  0.27
O: -3.174222 0.407433 -4.743203  -0.60
H: 1.728145 -3.772294 1.508509  0.27
O: 2.103206 -3.770152 0.605037  -0.44
H: -1.545293 -1.240029 5.951327  0.30
H: -2.357612 -0.364324 4.889478  0.30
O: -2.044893 -1.356924 5.052880  -0.62
H: 3.223495 -2.866219 -4.528141  0.28
H: 3.878025 -2.348701 -3.326669  0.28
O: 3.716198 -3.180857 -3.926666  -0.62
H: 2.318201 2.875185 2.242003  0.20
H: 3.063014 3.500554 3.379770  0.23
O: 2.256028 3.302466 3.099924  -0.60
H: 4.349204 -1.647463 2.968473  0.35
H: 3.836184 -2.973538 3.462526  0.27
O: 4.117837 -2.579943 2.722468  -0.57
H: -0.738325 5.610173 -0.082880  0.36
O: -1.181676 5.959056 0.714322  -0.75
H: -2.646932 0.473524 1.327564  0.26
H: -4.151870 0.626192 1.282799  0.27
O: -3.347875 1.034942 1.735164  -0.63
H: -1.113625 -3.011560 -0.318678  0.42
H: -1.762025 -1.861813 0.529568  0.17
O: -1.755024 -2.757160 0.403994  -0.39
H: -4.461329 -0.359460 3.919741  0.36
H: -3.865173 -1.553145 3.554849  0.26
O: -4.532146 -1.062748 3.292486  -0.55
H: 4.605833 -0.209422 -1.199916  0.13
H: 5.670239 0.961556 -1.200661  0.34
O: 5.548951 0.054112 -1.197489  -0.63
H: -1.613376 -1.757774 -5.807685  0.27
H: -1.338379 -2.068046 -4.436311  0.20
O: -0.992274 -1.606101 -5.057377  -0.46
H: -1.255440 1.689065 -5.294547  0.34
H: -0.180178 2.682990 -5.082350  0.28
O: -0.405886 2.004001 -5.643135  -0.66
H: 1.857437 -4.516942 -2.625524  0.25
O: 1.547414 -3.710352 -2.210236  -0.65
H: -2.669873 -4.401230 2.949691  0.43
H: -1.275356 -4.770078 2.404524  0.27
O: -1.859808 -5.059310 3.061837  -0.65
H: -0.534347 -4.687769 -0.306613  0.12
O: -0.672836 -4.391097 -1.206810  -0.47
H: -3.025036 -3.117407 -0.844262  0.43
H: -4.386138 -3.930793 -1.642750  0.32
O: -3.948059 -3.116338 -1.434695  -0.75
H: 3.217018 -1.396167 1.512965  0.12
H: 4.129465 -0.899845 0.226962  0.11
O: 3.418156 -0.825116 0.778178  -0.08
H: 0.650358 0.467642 2.772853  0.03
H: -0.616558 -0.158418 2.200753  0.12
O: -0.352061 0.421924 2.928484  -0.19
H: -3.671968 5.499153 -0.850769  0.26
H: -2.282100 5.709629 -0.293305  0.43
O: -2.836835 5.837814 -1.137176  -0.67
H: -3.574126 2.261629 4.497553  0.37
H: -3.527945 1.347467 3.381889  0.46
O: -3.829056 1.375209 4.252047  -0.80
H: 1.002983 -1.791523 -2.289029  0.13
H: 1.073812 -0.853858 -3.532011  0.14
O: 1.653050 -1.043287 -2.606707  0.07
H: 0.840395 0.858571 -5.369926  0.40
H: 0.788158 -0.572216 -6.045499  0.12
O: 1.069288 -0.093504 -5.361571  -0.46
H: 3.281628 0.229653 -4.413732  0.35
H: 4.363897 -0.020151 -5.408418  0.22
O: 3.812815 -0.461329 -4.747466  -0.54
H: 5.786724 0.138417 2.471150  0.34
H: 4.496228 0.705065 3.091813  0.31
O: 5.138243 -0.092611 3.184391  -0.72
H: 1.244004 -6.668086 -0.351658  0.35
H: 0.202216 -5.884976 0.363538  0.17
O: 0.533427 -6.725719 0.249847  -0.57
H: 3.651858 4.839477 -2.189217  0.30
O: 3.134583 5.035303 -1.336997  -0.66
H: 1.861094 3.203776 -1.710992  0.36
H: 0.373154 2.924389 -2.180555  0.20
O: 1.009196 3.379213 -1.586994  -0.56
H: 2.303299 -3.204804 -2.114627  0.19
H: -2.544397 -0.239176 -4.775456  0.36
H: 0.240529 -4.387626 -1.346996  0.38
H: 2.676360 -3.164804 0.360122  0.18
H: -1.093665 5.282367 1.407858  0.38
H: 2.183177 4.970312 -1.608526  0.33
O: -1.298899 2.394385 6.264848  -0.66
H: -1.946820 2.177360 5.622269  0.35
H: -0.637839 2.990779 5.666279  0.34
O: -0.661917 -0.233947 -0.072853  -0.18
H: -0.194550 0.204205 0.590810  -0.02
H: -1.020533 0.554256 -0.680637  0.18
O: 1.738061 -1.884227 4.242111  -0.47
H: 1.816755 -1.017183 4.509089  0.23
H: 1.343207 -2.427596 4.933344  0.25
O: -3.683360 -3.634698 -4.468934  -0.61
H: -3.086558 -3.938018 -3.797981  0.31
H: -4.189131 -2.996672 -3.957333  0.31
O: -0.186068 4.584952 3.435300  -0.54
H: 0.525237 4.229688 2.949587  0.24
H: -0.128927 5.426730 3.737581  0.26
O: -2.865131 4.352298 3.615547  -0.65
H: -2.873152 3.644057 2.996518  0.24
H: -2.031675 4.407836 3.913955  0.36
O: 1.051394 1.403241 1.285523  0.39
H: 1.885841 1.057477 0.768573  -0.16
H: 0.784051 2.270703 0.876186  -0.04

Force components x, y, z for each atom (eV/Å):
H 1.20 0.03 -1.12
H 3.03 -1.32 3.49
O -4.61 1.25 -2.18
H 0.06 -1.43 4.12
H 6.61 10.78 -0.93
O -6.24 -8.63 -2.70
H 0.80 2.48 2.50
H -1.42 -0.29 3.05
O 0.80 -2.52 -5.63
H 0.42 1.74 -1.56
H -0.59 -1.77 -2.54
O 0.57 -0.53 4.21
H -3.23 5.52 0.08
H -2.03 1.99 -4.33
O 5.29 -7.97 3.67
H -0.72 -1.22 0.18
O -0.71 4.74 -0.26
H 1.20 0.83 -0.79
O -5.54 -5.78 1.73
H -1.43 -0.42 -2.48
H 0.94 -2.96 0.41
O 0.42 3.48 2.06
H -5.81 3.82 -7.29
H -0.27 -2.28 -2.07
O 6.32 -1.54 9.22
H 0.09 -0.21 -0.04
H 5.43 1.49 1.81
O -5.42 -1.37 -1.80
H 0.20 -1.00 0.07
H -1.85 -2.27 4.37
O 1.81 3.15 -4.42
H 0.42 0.13 0.66
O 0.87 -0.56 0.36
H -0.32 0.83 0.60
H 1.15 0.74 1.36
O -0.85 -1.40 -2.57
H -0.54 0.57 0.69
H 0.27 3.75 0.31
O 0.44 -4.06 -1.35
H -0.56 1.06 0.57
H 5.12 -4.61 1.59
O -4.93 3.12 -2.20
H 0.97 1.37 -0.68
H -0.40 2.72 -0.04
O -0.45 -3.93 0.32
H 0.77 0.00 0.56
H -3.51 -5.13 6.72
O 2.00 4.54 -7.27
H 0.05 -0.05 -0.27
H 0.80 2.54 1.93
O -1.67 -1.80 -1.97
H 0.19 -0.05 -0.40
O -2.23 -1.86 -0.28
H 2.27 -2.11 0.53
H 1.40 0.70 -1.43
O -3.68 1.38 1.10
H -1.42 -0.21 0.57
O -2.00 -0.42 1.01
H -3.35 -0.76 -1.84
H 0.43 -1.03 0.43
O 2.88 1.85 1.52
H 0.92 -1.27 0.28
H 3.36 -1.30 -0.91
O -4.37 2.51 0.76
H -2.39 0.11 0.51
H -0.29 -0.01 0.60
O 1.62 -0.38 0.60
H -1.04 -0.23 -0.14
H -1.56 0.77 -1.55
O 1.15 -0.32 0.88
H -0.40 0.69 0.60
H 0.73 -0.69 -3.05
O -0.32 0.35 3.04
H 1.97 2.01 -0.36
H 2.61 -0.26 2.36
O -4.52 -1.24 -2.63
H -0.41 -1.00 -0.63
H -2.01 -2.46 -4.13
O 2.72 2.42 4.65
H -1.39 1.08 0.41
H -0.04 -0.30 0.13
O 1.60 -0.84 -0.60
H -0.59 -0.60 0.84
H 1.47 -2.11 0.42
O -0.82 2.94 -1.15
H 1.28 0.23 -0.96
H -0.70 2.35 0.56
O -0.19 -3.15 0.77
H -1.16 0.60 1.93
O 0.25 -0.60 -2.23
H 5.31 -1.99 -1.01
H 1.14 0.38 0.52
O -6.93 1.63 0.98
H 2.48 1.51 0.09
H 1.66 -3.44 0.20
H 2.87 0.81 -1.81
H 4.17 4.82 -0.70
H 0.30 0.41 -0.07
H 1.09 0.29 0.31
O 3.52 2.62 -1.46
H -1.17 -0.60 -0.86
H -2.23 -2.10 2.28
O -3.05 1.01 -3.92
H 1.65 1.73 1.47
H 1.14 -2.45 2.07
O 0.04 -3.28 -1.30
H -0.06 2.76 1.36
H -0.10 0.49 0.01
O -0.27 0.51 -0.42
H 0.67 -0.58 0.55
H -0.28 0.16 -0.03
O -2.70 -3.40 -0.16
H 1.94 0.00 -0.45
H 1.15 3.90 1.06
O -5.25 0.36 -0.75
H -0.05 -0.85 -0.82
H 4.81 0.28 1.52
O 3.56 0.38 -2.51
H -2.42 1.38 1.31
H 0.07 -1.16 0.17

## Properties
HOMO energy: -10.46 eV
relative energy (zero: lowest compared OMol25 entry of this formula, charge and spin): 1686.1 kJ/mol
energy: -3057.1151 a.u.
LUMO: -0.0324 Ha
net charge: 0

Record order is preserved below.
Max |F|: 1.32; 4.35; 12.68 eV/A